This record from the OMol25 dataset describes a gas-phase ion, C51H59N4O (charge +1). The level of theory is ωB97M-V/def2-TZVPD.

Results
total energy = -2272.859947 a.u.
gap between HOMO and LUMO = 6.77 eV

```
! wB97M-V def2-TZVPD RIJCOSX def2/J DEFGRID3
* xyz 1 1
O -2.136 5.889 -0.455
N 1.562 -0.700 -1.822
N 1.307 -1.142 -0.568
N -0.252 -2.066 5.851
N 0.905 0.464 -1.917
C 5.628 -1.416 -0.991
C 0.450 2.522 -5.560
C -0.608 -3.780 4.141
C 0.370 -0.265 1.659
C 3.367 -4.642 0.609
C 2.004 -4.711 0.329
C -2.203 -0.528 2.104
C -0.173 -0.696 6.032
C -0.341 4.502 -1.191
C 4.320 -0.078 0.692
C -3.021 -0.118 3.165
C 1.888 1.372 -3.986
C 0.339 0.831 -0.687
C 0.759 1.100 -3.187
C 3.872 0.047 -4.781
C -1.500 4.689 -0.388
C -0.254 2.156 -0.514
C 4.068 -3.462 0.365
C -0.744 -1.052 2.306
C -4.105 -0.053 0.636
C 0.281 3.277 -1.209
C -1.808 0.834 -3.020
C -0.227 0.015 7.218
C -0.484 -1.185 3.796
C -0.434 1.397 7.146
C 3.321 0.942 -3.666
C 0.573 -0.197 0.162
C -0.042 -3.778 -0.795
C -4.273 0.452 2.950
C -0.674 2.009 5.904
C -1.368 2.388 0.327
C -1.983 3.623 0.403
C -0.683 1.267 4.709
C 0.099 -4.557 -2.115
C -3.371 6.019 0.295
C -2.810 -0.559 0.831
C -0.357 -0.093 4.748
C 2.003 -2.340 -0.157
C -6.232 1.052 1.515
C -2.891 1.901 -2.859
C 4.234 -1.077 -0.449
C 1.708 2.100 -5.161
C 1.325 -3.580 -0.133
C 3.410 -2.311 -0.065
C 4.229 2.160 -3.475
C -0.535 1.420 -3.651
C -2.281 -0.378 -3.826
C -0.664 2.186 -4.804
C -4.845 0.496 1.687
C -1.035 -4.443 0.146
C -0.450 -2.367 4.534
H -0.236 -2.752 6.599
H -0.852 -4.558 -2.662
H -4.837 0.862 3.785
H -0.888 3.081 5.878
H 0.863 -4.089 -2.750
H -1.279 -3.857 3.276
H 3.324 0.178 1.072
H -6.259 2.109 1.816
H 6.102 -0.512 -1.394
H 3.948 0.608 -5.722
H 0.397 -5.599 -1.930
H 0.319 0.784 2.005
H -0.724 -5.466 0.389
H -1.115 -3.879 1.081
H 1.334 -0.640 2.064
H -6.561 0.983 0.472
H -0.985 1.713 3.757
H 4.330 2.711 -4.422
H 6.280 -1.807 -0.199
H 3.692 -0.607 -1.281
H -2.714 -0.244 4.197
H -3.186 5.933 1.376
H 1.463 -5.657 0.428
H 4.869 -0.330 -4.525
H -1.557 0.487 -2.010
H 0.376 -4.212 3.883
H -2.533 -0.077 -4.852
H 0.046 5.334 -1.780
H -1.659 2.496 -5.114
H 3.210 -0.810 -4.944
H -0.418 2.002 8.051
H -1.791 1.555 0.887
H -2.855 3.751 1.050
H -1.477 -1.123 -3.876
H 5.150 -3.431 0.498
H -2.470 2.816 -2.422
H 1.197 3.140 -1.788
H -3.159 -0.845 -3.363
H 4.908 -0.502 1.517
H 5.570 -2.154 -1.799
H -0.723 -2.058 1.857
H -6.964 0.522 2.145
H 4.807 0.844 0.350
H -3.747 7.013 0.051
H -0.417 -2.777 -1.043
H 5.230 1.849 -3.147
H -3.351 2.159 -3.823
H 3.906 -5.522 0.962
H -3.680 1.545 -2.182
H -4.095 5.250 -0.016
H 2.586 2.337 -5.760
H -2.268 -0.977 -0.023
H -1.047 -4.333 4.991
H -4.561 -0.073 -0.354
H 3.814 2.842 -2.723
H -0.131 -0.520 8.161
H 0.334 3.101 -6.469
H 3.282 0.353 -2.742
H -2.031 -4.480 -0.309
*
```



This record from the OMol25 dataset describes 3 unconnected molecules or ions with the total composition C21H39Br2N6O2. The level of theory is ωB97M-V/def2-TZVPD.

Results
total energy = -6450.153138 a.u.
gap between HOMO and LUMO = 8.11 eV

```
! wB97M-V def2-TZVPD RIJCOSX def2/J DEFGRID3
* xyz 1 1
Br -7.086 -3.369 3.452
Br 0.915 1.832 0.995
O -3.167 -1.349 -1.614
O 1.976 -1.854 -0.639
N 5.922 -0.361 0.767
N -4.223 -0.729 -1.064
N -6.217 -0.035 -0.200
N 0.312 5.997 -0.425
N -5.506 1.130 -0.163
N -0.410 -3.761 -0.584
C 2.017 -1.823 1.840
C -0.947 2.376 0.576
C -2.632 -2.410 -0.758
C 2.981 4.922 1.967
C -6.069 -2.703 -0.827
C 6.690 -1.494 -2.469
C 2.126 7.176 1.161
C 5.791 -0.455 -0.402
C -1.807 1.128 0.050
C 8.107 -0.983 -2.225
C -5.972 -3.421 0.640
C 3.339 6.258 1.329
C 5.616 -0.571 -1.888
C -5.534 -1.205 -0.696
C -4.236 0.701 -0.699
C 1.109 6.517 0.272
C -3.023 1.754 -0.839
C 1.692 -2.693 0.502
C 0.123 -3.079 0.628
C -1.231 -2.876 -1.444
C -6.401 -2.440 1.844
H -3.351 2.725 -0.324
H -1.446 -3.316 -2.474
H -5.497 -1.774 2.093
H -3.325 -3.336 -0.796
H 0.030 -3.830 1.499
H 3.804 6.074 0.355
H 1.235 -0.974 1.834
H -0.416 -2.101 0.887
H -4.863 -3.656 0.783
H 6.529 -1.595 -3.546
H 6.594 -2.494 -2.034
H 2.825 -1.375 -0.479
H 4.621 -0.971 -2.100
H -1.202 0.363 -0.556
H -6.644 -4.342 0.715
H -2.269 0.590 0.953
H 2.523 5.066 2.951
H -2.740 1.907 -1.931
H 1.813 -2.451 2.770
H -7.199 -0.031 0.120
H 3.071 -1.390 1.846
H 8.836 -1.657 -2.681
H 5.683 0.424 -2.336
H -1.391 2.793 1.554
H -0.871 -4.653 -0.373
H -7.170 -2.740 -1.159
H 2.286 4.357 1.342
H -5.429 -3.305 -1.575
H -7.228 -1.707 1.511
H 1.668 7.390 2.130
H -2.526 -2.115 0.338
H 4.085 6.763 1.950
H 8.244 0.012 -2.659
H -0.915 3.159 -0.250
H 2.431 8.125 0.713
H 3.876 4.308 2.095
H 8.338 -0.929 -1.158
H 2.382 -3.601 0.529
H -0.650 -1.893 -1.626
*
```



This record from the OMol25 dataset describes C7H11NO in the gas phase. The level of theory is ωB97M-V/def2-TZVPD.

Results
total energy = -403.150406 a.u.
gap between HOMO and LUMO (spin up / spin down) = 7.17 / 7.18 eV

```
! wB97M-V def2-TZVPD RIJCOSX def2/J DEFGRID3
* xyz 0 1
O -1.911 0.573 0.726
N 1.346 -0.632 -0.579
C -0.621 -2.130 -0.320
C 0.353 1.057 -0.152
C -0.541 0.347 0.723
C 0.095 -0.655 1.686
C 1.771 0.667 -0.054
C 0.207 -1.034 0.261
C -0.148 1.970 -1.202
H 0.201 2.983 -0.972
H 2.222 0.726 0.949
H 2.411 1.187 -0.765
H -2.333 0.032 0.045
H -1.235 2.010 -1.263
H 0.272 1.694 -2.169
H -0.920 -1.881 -1.340
H -1.496 -2.374 0.285
H 0.966 -0.355 2.257
H -0.659 -1.171 2.268
H 0.020 -3.015 -0.385
*
```



This record from the OMol25 dataset describes 2 unconnected molecules or ions with the total composition C7H12OSi. The level of theory is ωB97M-V/def2-TZVPD.

Results
total energy = -638.481264 a.u.
gap between HOMO and LUMO = 8.59 eV

```
! wB97M-V def2-TZVPD RIJCOSX def2/J DEFGRID3
* xyz 0 1
Si 0.297 0.036 -0.622
O -2.180 0.168 2.948
C 0.233 -1.018 -2.254
C -0.508 1.766 -0.812
C -0.593 -0.670 0.921
C 2.137 0.484 -0.152
C -1.201 -1.952 1.284
C -0.036 -1.679 1.795
C -1.623 0.745 2.024
H -1.959 -2.676 1.002
H 0.263 -0.316 -3.001
H 2.800 0.074 -0.947
H 2.432 1.614 -0.066
H 0.861 -1.893 -2.181
H 2.403 0.123 0.858
H -1.593 1.906 -0.848
H 0.910 -2.028 2.186
H -0.083 2.492 -0.143
H -0.040 2.336 -1.703
H -1.706 1.828 1.936
H -0.815 -1.339 -2.223
*
```



Record-wise strongest force on any atom values, in eV Å⁻¹: 2.5 6.6 1.6 4.3
Record-wise molecular weight values, in g mol⁻¹: 744.1 567.4 125.2 140.3